1.
Formula: C50H36Br2F4N2O6SbTi
Source: the Open Molecules 2025 dataset
Level of theory: ωB97M-V with the def2-TZVPD basis set

The calculation puts the orbital gap (alpha / beta) at 4.800 / 7.326 eV. The calculation puts the energy relative to the best compared isomer or geometry (same formula, charge and spin) at 0.0 kcal/mol. The calculation puts the LUMO energy (alpha / beta) at 2.09 / 1.99 eV. The HOMO energy (alpha / beta) comes out at -2.713 / -5.336 eV. The energy is -248315.5891 eV. The multiplicity is 3. As for the expectation value of S²: 2.04. As for the net charge: -1.

Positions of all 102 atoms, in Å:
Ti: -1.280698 0.652175 1.133172
C: -0.868731 -2.027661 3.420363
C: -0.478397 -0.718204 4.042107
C: 0.083023 -0.690449 5.336656
C: 0.455893 0.490122 5.904795
C: 0.292742 1.695060 5.187330
C: 0.655137 2.982623 5.644295
Br: 1.393396 3.208264 7.382945
C: 0.496888 4.082789 4.848705
C: -0.028707 3.948361 3.558277
Br: -0.208431 5.483888 2.462090
C: -0.418982 2.724934 3.028488
O: -0.868550 2.557931 1.833422
C: -0.259115 1.586285 3.896164
N: -0.645724 0.394703 3.358273
H: -1.628796 -2.527746 4.026238
H: 0.002283 -2.687210 3.366012
H: -1.256933 -1.885156 2.417116
H: 0.223565 -1.623331 5.867545
H: 0.894024 0.515205 6.893852
H: 0.787659 5.060959 5.205065
C: 2.256934 -5.575652 2.036746
C: 3.064392 -4.700637 1.077226
C: 4.542207 -4.630644 1.443188
C: 4.730639 -3.931693 2.782769
C: 4.009380 -2.609257 2.794829
C: 4.427504 -1.596072 3.674193
C: 3.784489 -0.379210 3.645236
F: 4.199106 0.589404 4.500418
C: 2.748475 -0.099672 2.784668
C: 2.299180 -1.106833 1.906258
C: 1.203293 -0.870712 1.028250
O: 0.667162 0.342884 0.958940
C: 0.719335 -1.965196 0.250927
C: 1.385040 -3.143392 0.262898
N: 2.516766 -3.350649 1.018033
C: 2.953139 -2.372356 1.924167
C: -0.577639 -1.878609 -0.506230
O: -0.774326 -2.592650 -1.487042
O: -1.451864 -1.071909 0.007408
H: 2.665065 -6.589372 2.067358
H: 1.216059 -5.626930 1.712236
H: 2.273721 -5.159648 3.046352
H: 2.976670 -5.114087 0.070089
H: 5.067082 -4.071385 0.664965
H: 4.956388 -5.640291 1.464547
H: 5.793116 -3.770300 2.976374
H: 4.367223 -4.573696 3.592350
H: 5.254732 -1.758735 4.353992
H: 2.274223 0.871836 2.770582
H: 1.041668 -3.975115 -0.339236
C: -5.120361 -0.928189 2.326700
C: -4.189174 0.027983 1.639190
O: -3.007857 -0.011809 2.000087
C: -4.686993 0.936110 0.644509
C: -6.074640 1.115477 0.476919
C: -6.584565 2.034248 -0.402491
C: -5.692304 2.812038 -1.157920
C: -4.340346 2.652176 -1.037149
C: -3.782768 1.698511 -0.150159
O: -2.506046 1.546558 -0.117542
H: -4.526998 -1.624655 2.911097
H: -5.719137 -1.465700 1.594606
H: -5.788431 -0.379746 2.992966
H: -6.755138 0.525625 1.077347
H: -7.651746 2.170719 -0.509965
H: -6.079896 3.551244 -1.849823
H: -3.649357 3.241490 -1.625298
F: -2.544815 -0.365716 -9.154143
C: -2.199498 -0.099492 -7.873196
C: -1.642009 -1.106460 -7.112737
C: -1.288864 -0.822927 -5.800047
C: -1.476304 0.449093 -5.259048
C: -2.054622 1.431169 -6.058996
C: -2.421470 1.166320 -7.373642
Sb: -1.019147 0.762475 -3.172390
C: 1.020318 0.077367 -3.304050
C: 1.705367 -0.031113 -2.096333
C: 3.021528 -0.472897 -2.053120
C: 3.635865 -0.802180 -3.242209
F: 4.915192 -1.246777 -3.219521
C: 2.994029 -0.705677 -4.460623
C: 1.676007 -0.267112 -4.482449
C: -0.417980 2.832868 -3.317701
C: 0.242681 3.373564 -4.419886
C: 0.717621 4.676903 -4.398859
C: 0.545168 5.422083 -3.248009
F: 1.016527 6.690521 -3.225036
C: -0.073570 4.917852 -2.125183
C: -0.555953 3.613669 -2.170242
H: -1.495613 -2.089714 -7.542366
H: -0.861891 -1.610391 -5.185587
H: -2.227941 2.423472 -5.656008
H: -2.871039 1.924159 -8.003199
H: 1.216751 0.220193 -1.160870
H: 3.552498 -0.569724 -1.113819
H: 3.519038 -0.976224 -5.368351
H: 1.162041 -0.195357 -5.434826
H: 0.397526 2.770727 -5.309786
H: 1.227480 5.112062 -5.249926
H: -0.162826 5.520955 -1.230068
H: -1.027034 3.201302 -1.286278

Atoms 1-6, force components in eV/Å:
1.103 0.125 0.058
0.057 0.016 0.082
-0.071 0.128 -0.235
0.055 0.008 0.177
0.013 -0.075 0.000
-0.073 -0.001 -0.092


2.
Formula: C50H38ClFeN6OP2S
Source: the Open Molecules 2025 dataset
Level of theory: ωB97M-V with the def2-TZVPD basis set

The calculation puts the orbital gap (alpha / beta) at 7.023 / 7.053 eV. The calculation puts the energy relative to the best compared isomer or geometry (same formula, charge and spin) at 0.0 kcal/mol. The calculation puts the LUMO energy (alpha / beta) at -2.81 / -2.86 eV. The HOMO energy (alpha / beta) comes out at -9.833 / -9.915 eV. The energy is -139775.1597 eV. The multiplicity is 5. As for the expectation value of S²: 6.01. As for the net charge: +1.

Positions of all 100 atoms, in Å:
Fe: -17.790296 11.189781 3.408794
Cl: -24.467419 13.685437 2.737836
C: -22.943053 12.861187 2.796167
C: -22.707700 11.890995 1.783633
C: -21.590586 11.131212 1.804480
C: -20.648325 11.280368 2.867176
O: -19.555916 10.592046 2.833419
C: -20.900869 12.229706 3.871491
C: -19.960737 12.506184 4.946305
N: -18.698231 12.265201 4.984377
C: -17.888840 12.426054 6.094289
C: -17.837199 13.469985 6.964927
C: -17.119767 13.289446 8.155874
C: -16.298447 12.215867 8.377175
C: -16.247427 11.184680 7.408796
C: -15.512554 10.023231 7.640879
C: -15.651096 8.963532 6.755434
C: -16.426794 9.123618 5.596247
N: -17.062210 10.233567 5.364141
C: -17.089725 11.252610 6.297363
C: -22.106394 12.970480 3.867171
H: -23.347664 11.798639 0.944511
H: -21.401942 10.408042 1.019650
H: -20.414635 12.971007 5.838410
H: -18.350226 14.407916 6.735088
H: -17.175052 14.046533 8.913887
H: -15.720989 12.158277 9.316270
H: -14.848491 10.038560 8.499669
H: -15.142384 8.018125 6.944634
H: -16.647098 8.345564 4.870688
H: -22.216612 13.687437 4.700267
N: -15.189205 15.556374 4.666387
P: -16.637456 15.759676 3.696689
C: -17.526242 17.161537 4.422002
C: -18.821124 16.934837 4.809025
C: -19.551381 18.025430 5.282324
C: -18.963796 19.294045 5.341164
C: -17.663045 19.518812 4.992941
C: -16.942343 18.422423 4.472265
C: -15.902237 16.691061 2.261299
C: -14.660388 16.360755 1.683049
C: -14.221045 16.969552 0.512199
C: -15.028745 17.881013 -0.161304
C: -16.263413 18.161295 0.418066
C: -16.677380 17.578990 1.576948
P: -14.665832 13.995933 4.928022
C: -12.846448 14.325445 4.375197
C: -12.312437 13.745806 3.222471
C: -10.999417 14.004863 2.838273
C: -10.230999 14.819096 3.642111
C: -10.778002 15.461134 4.729867
C: -12.051411 15.189187 5.148339
C: -14.236244 14.013009 6.693140
C: -14.540078 15.138510 7.473365
C: -14.075914 15.239507 8.779954
C: -13.183903 14.297251 9.242644
C: -12.916031 13.138859 8.511251
C: -13.456955 12.985105 7.210083
H: -14.829303 16.392369 5.136110
H: -19.307843 15.974871 4.740880
H: -20.580554 17.882422 5.453791
H: -19.562074 20.159212 5.654788
H: -17.234472 20.516616 5.044716
H: -15.922337 18.546354 4.118083
H: -14.008385 15.725161 2.227092
H: -13.224405 16.765214 0.094706
H: -14.680384 18.368517 -1.063634
H: -16.947877 18.831244 -0.119274
H: -17.656308 17.849763 1.918151
H: -12.938403 13.118281 2.630214
H: -10.629897 13.520218 1.913420
H: -9.180831 15.032550 3.353688
H: -10.139352 16.131245 5.276849
H: -12.360905 15.635744 6.061624
H: -15.154412 15.958429 7.047061
H: -14.278023 16.112832 9.353417
H: -12.680200 14.418514 10.170182
H: -12.248526 12.396636 8.880266
H: -13.254966 12.057644 6.698788
N: -16.326246 13.653196 0.414986
C: -17.497736 14.364302 0.435598
C: -17.953764 15.443298 -0.324313
C: -19.175849 15.915649 0.045972
C: -19.912275 15.451047 1.125631
C: -19.467314 14.367978 1.862949
C: -18.205460 13.850742 1.506635
N: -17.494417 12.792325 2.041608
C: -16.380876 12.673451 1.359304
C: -15.417027 11.650950 1.641799
C: -14.177831 11.500605 1.172895
S: -13.388648 10.131525 1.828880
C: -14.785588 9.838229 2.755166
N: -15.763402 10.673680 2.560066
H: -15.636584 13.860522 -0.241611
H: -17.458690 15.958833 -1.144104
H: -19.650488 16.716974 -0.551782
H: -20.825154 15.911409 1.457288
H: -19.971619 13.985778 2.712876
H: -13.670894 12.126519 0.374102
H: -14.792686 9.035419 3.521417

Atoms 1-6, force components in eV/Å:
-0.694 -0.428 0.436
-0.012 0.327 0.057
-0.681 -0.717 -0.014
0.447 0.907 0.623
0.522 -0.306 0.670
0.230 0.088 -0.724


3.
Formula: C50H40CuF6N9O20S2
Source: the Open Molecules 2025 dataset
Level of theory: ωB97M-V with the def2-TZVPD basis set

The calculation puts the orbital gap (alpha / beta) at 6.098 / 2.896 eV. The calculation puts the LUMO energy (alpha / beta) at -7.09 / -10.29 eV. The HOMO energy (alpha / beta) comes out at -13.188 / -13.188 eV. The energy is -189425.7084 eV. The multiplicity is 3. As for the expectation value of S²: 2.11. As for the net charge: +2.

Positions of all 128 atoms, in Å:
Cu: -2.696362 1.240762 0.773364
C: 0.114273 0.156204 3.612459
F: 0.808592 0.623275 4.646065
F: 0.570333 -0.984803 3.195358
F: -1.067795 -0.068725 4.193127
S: 0.000907 1.492276 2.216952
O: -1.158176 2.339703 2.518470
O: 1.285437 2.147728 2.056348
N: -0.748927 0.657227 0.865564
S: 0.641949 0.430831 0.049142
O: 1.199290 1.617236 -0.573532
O: 1.693000 -0.416729 0.815970
C: 0.158907 -0.650886 -1.570567
F: -0.871691 -0.148702 -2.353758
F: 1.283827 -0.581401 -2.294932
F: -0.082099 -1.897703 -1.270951
C: -0.776347 7.215914 1.672695
C: -1.602870 6.204039 2.034560
C: -1.729913 5.068172 1.162842
C: -0.954345 5.003828 0.001671
C: -0.042617 6.094790 -0.283983
C: -0.025432 7.204598 0.496431
N: -1.097263 3.813661 -0.870022
O: -1.600454 2.781018 -0.477407
O: -0.749488 3.928847 -2.008865
H: -0.650249 8.002457 2.401977
H: -2.093697 6.222652 2.996397
H: -2.339517 4.193733 1.336439
H: 0.422344 6.159083 -1.256647
H: 0.759334 7.893945 0.221926
C: 3.551766 4.181066 3.387730
C: 3.585624 3.126194 4.321691
C: 2.476774 2.951933 5.147103
C: 1.372189 3.846984 5.112640
C: 1.388041 4.807160 4.042923
C: 2.401525 4.967853 3.186979
N: 0.251645 3.714472 5.981070
O: -0.593836 4.603157 5.824038
O: 0.056349 2.788380 6.804686
H: 4.508193 4.313884 2.903990
H: 4.436144 2.462659 4.374111
H: 2.689588 2.470674 6.090239
H: 0.576633 5.482386 3.814700
H: 2.418129 5.564465 2.286881
C: 3.040114 -3.557758 4.763414
C: 3.542576 -4.873395 4.755265
C: 2.810150 -5.940313 5.272121
C: 1.588427 -5.666980 5.944401
C: 1.016397 -4.423551 5.868261
C: 1.750567 -3.402625 5.261718
N: 0.854888 -6.753140 6.529173
O: -0.343700 -6.677391 6.652700
O: 1.496696 -7.660247 7.044621
H: 3.674593 -2.854838 4.244052
H: 4.459502 -5.144558 4.253137
H: 3.268788 -6.909769 5.144804
H: 0.048453 -4.364834 6.343698
H: 1.441660 -2.367771 5.255306
C: -0.710797 -4.463047 3.080183
C: -1.505534 -3.370102 3.562073
C: -2.223755 -2.639899 2.650045
C: -2.219740 -2.939454 1.271811
C: -1.520699 -4.136119 0.818887
C: -0.802516 -4.811908 1.769677
N: -2.932013 -2.110686 0.261474
O: -3.142536 -0.968675 0.590378
O: -3.442539 -2.667241 -0.662157
H: -0.250963 -5.116097 3.807147
H: -1.532045 -3.133871 4.615593
H: -2.897610 -1.902428 3.060475
H: -1.353376 -4.421341 -0.209241
H: -0.210193 -5.662212 1.465504
C: 2.745165 -5.810188 1.363035
C: 2.443206 -4.512202 0.943111
C: 1.994723 -4.377356 -0.304825
C: 1.802922 -5.405053 -1.256948
C: 2.156909 -6.748812 -0.801414
C: 2.568573 -6.898620 0.512150
N: 1.145443 -5.144801 -2.521673
O: 0.830919 -6.133741 -3.146517
O: 0.818210 -4.040743 -2.787491
H: 3.028702 -5.973024 2.392350
H: 2.583599 -3.679977 1.616979
H: 1.639826 -3.391487 -0.566564
H: 2.161399 -7.597482 -1.469335
H: 2.690514 -7.895331 0.909769
C: 4.968994 5.553254 -2.683378
C: 5.322674 4.789213 -3.710660
C: 4.513641 3.741328 -4.016617
C: 3.241277 3.493014 -3.361812
C: 2.973597 4.323146 -2.194221
C: 3.839077 5.335429 -1.893239
N: 2.380754 2.389877 -3.800849
O: 1.291823 2.233308 -3.366964
O: 2.729898 1.735946 -4.715680
H: 5.602569 6.294849 -2.219667
H: 6.057263 5.100198 -4.438727
H: 4.831636 3.041536 -4.775284
H: 2.154582 4.091242 -1.529504
H: 3.846398 5.812536 -0.924370
C: -7.007988 -0.017728 -5.152379
C: -6.644527 1.286671 -5.029498
C: -5.546875 1.660044 -4.272428
C: -4.759239 0.765668 -3.586088
C: -5.085650 -0.623865 -3.780211
C: -6.128786 -0.935914 -4.605344
N: -3.673767 1.190587 -2.642223
O: -3.114866 2.179366 -3.042236
O: -3.551510 0.622049 -1.555924
H: -7.895021 -0.387860 -5.644890
H: -7.249539 1.977641 -5.597769
H: -5.337281 2.716326 -4.190371
H: -4.459954 -1.360415 -3.298137
H: -6.396472 -1.970158 -4.763756
C: -0.432946 0.018188 -5.121591
C: -1.311371 0.907630 -5.712491
C: -2.427861 0.424771 -6.353773
C: -2.616989 -1.000129 -6.510205
C: -1.728962 -1.868275 -5.978933
C: -0.700264 -1.351169 -5.173325
N: -3.762753 -1.547031 -7.355410
O: -4.279528 -0.863549 -8.281913
O: -4.201797 -2.630807 -7.079107
H: 0.425725 0.232552 -4.502613
H: -1.199783 1.966464 -5.531347
H: -3.069431 1.124320 -6.868963
H: -1.768010 -2.941130 -6.096661
H: -0.113358 -1.984352 -4.524462

Atoms 1-6, force components in eV/Å:
-0.021 -0.182 -0.548
-1.184 0.053 0.989
1.550 0.606 -0.324
0.616 -0.091 -0.352
-0.892 0.234 -1.141
-3.270 0.821 -0.615